No. 1
{"formula": "C50H48MgN5O5P3S5", "method": "wB97M-V/def2-TZVPD", "total_charge": -2, "fmax_ev_per_a": 2.310, "de_lowest_kcal_mol": 0.00, "e_homo_ev": -3.6374, "symbols": ["Mg", "C", "C", "P", "C", "C", "C", "C", "C", "C", "C", "C", "C", "C", "C", "C", "C", "P", "C", "C", "C", "C", "C", "C", "C", "C", "C", "C", "C", "C", "H", "H", "H", "H", "H", "H", "H", "H", "H", "H", "H", "H", "H", "H", "H", "H", "H", "H", "H", "H", "H", "H", "H", "H", "H", "H", "S", "C", "C", "C", "C", "N", "C", "C", "C", "S", "C", "N", "H", "H", "O", "S", "O", "O", "C", "N", "C", "C", "C", "N", "C", "C", "C", "N", "C", "C", "H", "H", "H", "H", "H", "H", "C", "C", "C", "O", "P", "S", "S", "O", "C", "C", "C", "H", "H", "H", "H", "H", "H", "H", "H", "H", "H", "H", "H", "H", "H"], "xyz": [[-1.278254, 0.331510, -1.375005], [2.240703, -1.631514, 1.379621], [0.860625, -1.150164, 1.854202], [0.785660, 0.243910, 3.065756], [0.276696, -0.618450, 4.623383], [1.224863, -1.095683, 5.530788], [0.896043, -1.761232, 6.703053], [-0.438270, -1.952906, 7.034524], [-1.416911, -1.514752, 6.183128], [-1.058236, -0.877413, 4.995285], [-0.797713, 1.043331, 2.569264], [-0.953380, 2.418754, 2.773709], [-2.093841, 3.047544, 2.328678], [-3.092758, 2.289263, 1.735559], [-3.013705, 0.936690, 1.568100], [-1.820692, 0.297665, 1.972687], [2.530362, -1.223147, -0.062509], [2.896306, 0.564631, -0.217355], [4.458884, 0.584622, 0.763795], [4.772131, 1.759753, 1.444918], [5.911077, 1.855398, 2.202271], [6.755017, 0.759682, 2.388054], [6.425749, -0.428635, 1.760949], [5.294608, -0.519162, 0.958926], [3.516255, 0.741951, -1.931034], [4.753211, 0.321617, -2.410564], [5.069054, 0.490289, -3.742428], [4.168337, 1.046577, -4.629602], [2.918684, 1.447025, -4.188408], [2.620049, 1.300761, -2.843240], [2.296125, -2.714193, 1.452766], [3.053748, -1.232628, 2.014198], [0.175066, -1.915424, 2.250533], [0.359531, -0.741363, 0.971401], [2.270779, -0.929765, 5.241278], [1.694097, -2.109372, 7.329471], [-0.756963, -2.407895, 7.961385], [-2.440139, -1.717828, 6.440148], [-1.890444, -0.546725, 4.356001], [-0.134060, 2.960199, 3.199709], [-2.201410, 4.119774, 2.390646], [-3.997399, 2.767757, 1.349476], [-3.732958, 0.358216, 0.983684], [-1.712053, -0.760309, 1.832274], [1.700265, -1.449103, -0.715809], [3.361841, -1.841294, -0.467248], [4.098854, 2.614459, 1.353613], [6.125465, 2.760194, 2.762353], [7.571393, 0.832385, 3.100003], [7.044089, -1.279912, 1.820402], [5.023799, -1.475808, 0.543447], [5.471852, -0.175788, -1.717316], [6.026248, 0.120128, -4.043653], [4.406972, 1.115453, -5.685528], [2.208964, 1.873247, -4.870164], [1.673220, 1.683469, -2.464058], [-0.963637, 0.296000, -3.775690], [-2.350883, -0.727527, -3.953680], [-2.319283, -1.640736, -4.981076], [-3.403980, -2.432376, -5.311760], [-3.338948, -3.296313, -6.459967], [-3.194624, -3.903386, -7.410918], [-4.554867, -2.295192, -4.528917], [-4.552738, -1.458218, -3.426269], [-3.507780, -0.647445, -3.104125], [-3.676911, 0.466166, -1.743886], [-5.719845, -3.080343, -4.749519], [-6.691946, -3.683962, -4.978886], [-1.394916, -1.701505, -5.519813], [-5.481137, -1.488752, -2.827294], [3.287277, 8.304399, 1.053085], [2.161034, 8.914742, 1.700074], [1.730778, 8.260022, 2.918148], [2.141182, 10.351674, 1.758963], [0.812471, 8.426427, 0.527166], [0.143837, 9.355639, -0.133128], [-0.753937, 8.902303, -0.986973], [-0.945152, 7.566715, -1.243433], [-0.226082, 6.656099, -0.485501], [0.646363, 7.092175, 0.408667], [-0.382194, 5.161838, -0.618975], [0.466318, 4.270942, 0.028216], [0.198549, 2.908900, -0.107751], [-0.801685, 2.412585, -0.833532], [-1.618438, 3.265041, -1.481984], [-1.440089, 4.608942, -1.343771], [-1.297340, 9.684536, -1.547328], [-1.634170, 7.238384, -2.016385], [1.316300, 4.675072, 0.590877], [0.867123, 2.216747, 0.360430], [-2.403377, 2.858135, -2.123579], [-2.136907, 5.275453, -1.853537], [-2.720900, -4.140253, 1.672929], [-1.338818, -4.746615, 1.815927], [-1.275693, -6.276357, 1.714725], [-0.314498, -4.207740, 0.935844], [-0.474292, -3.915915, -0.648302], [1.242696, -4.192611, -1.532799], [-1.527440, -2.197830, -0.871347], [-1.586333, -5.053351, -0.983668], [-2.338515, -5.361084, -2.149112], [-3.792097, -4.958205, -1.939625], [-1.681543, -4.805555, -3.428899], [-3.312073, -4.425462, 2.526941], [-3.212563, -4.439719, 0.762456], [-2.615498, -3.056567, 1.647999], [-0.987524, -4.479486, 2.816764], [-1.651954, -6.596716, 0.761494], [-1.932071, -6.746205, 2.481437], [-0.291322, -6.667426, 1.868381], [-2.280665, -6.441991, -2.216270], [-3.854317, -3.866158, -1.749690], [-4.206366, -5.514094, -1.100020], [-4.319140, -5.195448, -2.847562], [-1.702866, -3.727096, -3.451601], [-2.255220, -5.248662, -4.251431], [-0.658771, -5.168387, -3.458021]], "forces_ev_per_a": [[-0.1, 0.0, -0.2], [0.1, 0.1, 0.6], [-0.6, 0.2, 0.0], [0.4, 0.4, 0.3], [-1.2, -0.6, 0.7], [0.9, 0.3, -0.8], [-0.1, 0.2, -0.3], [0.4, -0.1, 0.5], [0.4, 0.2, -0.8], [-0.7, 0.5, -0.6], [-0.1, -0.6, 0.1], [0.1, -0.7, -0.3], [-0.2, 0.0, 0.0], [-1.3, 1.0, -0.4], [1.4, -1.4, -0.3], [-0.6, 1.0, 0.1], [0.8, -0.5, -0.5], [0.6, -0.1, 0.4], [0.0, 0.0, 0.2], [-0.5, 0.3, -0.7], [0.7, 0.1, 1.0], [-0.5, 0.3, 0.1], [-0.4, 0.6, -0.5], [-0.2, 0.5, 0.1], [-0.3, -0.1, -0.3], [0.3, -0.5, 1.0], [0.2, -0.3, 0.3], [-0.2, -0.1, -0.5], [0.5, -0.1, 0.4], [-0.4, 0.4, 0.4], [-0.1, -0.2, -0.1], [-0.4, -0.2, 0.0], [0.5, -0.2, -0.4], [-0.1, -0.1, 0.1], [-0.2, -0.2, 0.4], [0.2, -0.1, 0.3], [0.3, -0.2, 0.1], [-0.4, 0.2, -0.1], [0.5, -0.1, 0.2], [0.3, 0.4, 0.2], [0.0, 0.1, 0.1], [0.3, 0.1, 0.2], [-0.1, 0.3, 0.4], [0.0, -0.3, -0.2], [-0.4, -0.2, -0.2], [-0.4, 0.4, 0.2], [0.2, -0.2, 0.1], [-0.1, 0.1, -0.2], [0.1, 0.0, -0.3], [0.7, -0.9, 0.4], [0.1, -0.1, -0.2], [-0.6, 0.5, -0.7], [0.4, 0.0, -0.5], [0.1, 0.1, 0.1], [-0.3, 0.1, -0.1], [0.0, -0.2, -0.1], [0.6, 0.4, 0.3], [-0.5, 0.6, 1.0], [0.0, -0.3, -0.4], [-0.4, 0.1, -0.1], [0.0, 1.2, 1.5], [0.1, -1.1, -1.4], [0.3, -0.6, 0.0], [-1.8, -0.6, 0.3], [0.9, 0.9, -0.1], [0.1, -0.3, -0.2], [-1.8, -1.1, -0.9], [1.5, 0.9, 0.5], [0.2, -0.2, -0.4], [0.7, 0.3, -0.2], [1.1, -0.2, -0.4], [-1.5, -0.6, 0.0], [0.0, -0.1, 0.4], [0.1, 0.5, -0.2], [0.7, -0.5, 0.6], [0.1, 0.1, 0.4], [-0.3, 0.7, -0.9], [-0.7, -0.4, -0.6], [0.3, -0.2, 0.2], [0.1, 0.4, 0.1], [-0.3, 0.1, 0.3], [0.0, 0.4, -0.2], [0.2, 0.8, 0.0], [-0.1, -0.7, -0.3], [0.3, -0.3, 0.2], [-0.4, 1.3, -0.5], [0.1, -0.6, 0.3], [0.1, 0.2, 0.2], [-0.4, -0.4, -0.1], [0.1, -0.4, 0.2], [0.3, -0.1, 0.4], [0.1, -0.3, 0.1], [0.6, 0.3, -0.3], [0.6, -0.7, 0.2], [-1.4, 0.1, 0.8], [-0.3, 0.1, -0.2], [-0.5, -0.3, -0.1], [-0.3, 0.1, 0.2], [0.1, 0.3, 0.1], [0.7, 0.2, 0.9], [0.4, 0.6, -0.7], [0.8, 0.7, 0.1], [-0.8, -1.0, 0.6], [-0.3, -0.2, 0.4], [-0.2, -0.1, -0.3], [-0.2, 0.0, 0.1], [0.2, 0.1, -0.1], [0.0, -0.2, -0.5], [0.3, 0.4, -0.3], [0.7, 0.0, 0.0], [-0.1, -0.4, 0.0], [0.0, -0.6, -0.1], [-0.1, 0.0, 0.0], [-0.5, -0.1, -0.3], [0.0, 0.3, -0.1], [0.2, 0.3, -0.2], [0.1, 0.1, -0.2]]}

---

No. 2
{"formula": "C50H49Cl3N3ORuSb2", "method": "wB97M-V/def2-TZVPD", "total_charge": 0, "spin_multiplicity": 6, "fmax_ev_per_a": 0.788, "de_lowest_kcal_mol": 7.61, "s_squared": 8.819, "e_homo_ev": [-6.5445, -7.0668], "symbols": ["Ru", "C", "C", "C", "Sb", "C", "C", "C", "C", "C", "C", "C", "C", "C", "C", "C", "C", "Sb", "C", "C", "C", "C", "C", "C", "C", "C", "C", "C", "C", "C", "H", "H", "H", "H", "H", "H", "H", "H", "H", "H", "H", "H", "H", "H", "H", "H", "H", "H", "H", "H", "H", "H", "H", "H", "H", "H", "Cl", "C", "C", "C", "C", "C", "C", "C", "H", "H", "H", "H", "H", "H", "C", "C", "N", "C", "C", "C", "O", "C", "C", "C", "C", "N", "C", "H", "H", "H", "H", "H", "H", "H", "H", "H", "H", "H", "H", "H", "H", "Cl", "C", "C", "C", "C", "C", "Cl", "C", "N", "H", "H", "H"], "xyz": [[0.426584, -0.600624, 0.346743], [-2.757458, 2.413968, 1.068428], [-1.709577, 3.030220, 2.005783], [-0.396381, 2.287555, 2.050725], [0.649202, 2.077647, -0.226084], [1.220545, 4.128950, -0.043475], [1.064426, 4.972271, -1.141536], [1.388939, 6.317916, -1.044391], [1.887877, 6.834484, 0.143815], [2.062647, 5.999624, 1.237234], [1.728353, 4.654430, 1.143917], [1.277586, 1.977561, -2.285846], [2.639990, 2.015853, -2.579971], [3.082463, 1.885043, -3.890148], [2.166344, 1.720257, -4.921209], [0.808464, 1.687676, -4.639573], [0.367178, 1.813992, -3.326319], [-2.592881, 3.114341, -0.957498], [-3.336043, 1.347805, -1.932292], [-2.518802, 0.225261, -1.996030], [-2.886075, -0.913962, -2.698441], [-4.112030, -0.950694, -3.348300], [-4.943806, 0.161221, -3.299623], [-4.557824, 1.302857, -2.605350], [-4.404454, 4.253455, -1.103309], [-4.664123, 4.876502, -2.325639], [-5.794759, 5.662362, -2.500626], [-6.673689, 5.854380, -1.443268], [-6.417729, 5.257251, -0.218697], [-5.290400, 4.460935, -0.049891], [-3.771186, 2.603595, 1.415316], [-2.633879, 1.326803, 1.027044], [-2.110827, 3.015042, 3.028578], [-1.534756, 4.085902, 1.772273], [-0.500252, 1.259337, 2.380285], [0.388253, 2.786411, 2.612630], [0.683423, 4.579346, -2.076896], [1.252306, 6.963867, -1.902339], [2.143372, 7.883760, 0.215780], [2.464859, 6.390478, 2.163244], [1.884437, 4.018940, 2.004495], [3.369026, 2.151306, -1.787907], [4.142914, 1.912674, -4.108013], [2.511461, 1.620556, -5.942319], [0.090761, 1.563131, -5.440956], [-0.696507, 1.780066, -3.124110], [-1.554025, 0.244698, -1.504882], [-2.211159, -1.760617, -2.738412], [-4.412344, -1.834035, -3.898510], [-5.901813, 0.141521, -3.803614], [-5.229661, 2.151879, -2.574799], [-3.980510, 4.748480, -3.158932], [-5.985335, 6.129777, -3.458329], [-7.553921, 6.470612, -1.573428], [-7.098499, 5.405664, 0.610093], [-5.119951, 4.002284, 0.915199], [1.901555, -1.412216, 6.510239], [2.144976, -1.248751, 4.793107], [2.317765, 0.012610, 4.247128], [2.483440, 0.133061, 2.874261], [2.465468, -0.984868, 2.035594], [2.502173, -0.824799, 0.559286], [2.315147, -2.246075, 2.625796], [2.159482, -2.383123, 3.993387], [2.318971, 0.884144, 4.887417], [2.614871, 1.116994, 2.437538], [2.831981, -1.716207, 0.028792], [3.067514, 0.046398, 0.238910], [2.286325, -3.126114, 1.996809], [2.031101, -3.360716, 4.438344], [-6.256206, -3.605229, -0.842980], [-5.738238, -4.440970, 0.317521], [-4.501551, -3.913398, 0.888378], [-3.245731, -4.587352, 0.566444], [-2.853321, -4.478962, -0.899876], [-4.609048, -2.853381, 1.723339], [-5.680381, -2.363037, 2.046458], [-3.320025, -2.270234, 2.224639], [-2.866409, -2.488241, 3.517353], [-1.660029, -1.923159, 3.904520], [-0.950166, -1.179029, 2.976617], [-1.400637, -0.957935, 1.738482], [-2.569336, -1.476158, 1.384548], [-7.166038, -4.049182, -1.249568], [-5.519059, -3.541761, -1.644849], [-6.489618, -2.596851, -0.503850], [-5.531586, -5.464694, -0.000343], [-6.486851, -4.478607, 1.108947], [-3.346089, -5.638665, 0.853996], [-2.452308, -4.174146, 1.182644], [-3.531194, -5.035523, -1.549225], [-1.848503, -4.881020, -1.039351], [-2.854732, -3.434114, -1.223196], [-3.449858, -3.089704, 4.203347], [-1.257229, -2.064336, 4.898292], [0.009488, -0.756522, 3.239298], [-2.901140, -1.276014, 0.370479], [0.941113, -1.273703, -2.389315], [1.056420, -2.960632, -1.991962], [1.450706, -3.845510, -2.973229], [1.510484, -5.200261, -2.675881], [1.159165, -5.648035, -1.406085], [0.752636, -4.748422, -0.445493], [0.333041, -5.348471, 1.129749], [0.686559, -3.342835, -0.676971], [0.256691, -2.517398, 0.287460], [1.707152, -3.479799, -3.957856], [1.828533, -5.906692, -3.429953], [1.202570, -6.700476, -1.161255]], "forces_ev_per_a": [[-0.1, -0.6, 0.5], [0.1, -0.2, 0.0], [0.1, 0.0, -0.1], [-0.3, 0.0, 0.7], [-0.3, 0.0, -0.2], [0.2, -0.1, 0.2], [0.0, 0.0, 0.0], [0.0, 0.0, 0.0], [0.0, 0.0, 0.0], [0.0, -0.1, 0.0], [0.0, 0.1, -0.1], [0.2, 0.1, -0.2], [0.0, 0.0, -0.1], [0.0, 0.0, 0.0], [0.0, 0.0, 0.0], [0.0, 0.0, 0.0], [0.1, 0.0, -0.1], [0.1, 0.0, -0.1], [-0.2, 0.1, -0.1], [0.1, -0.1, 0.0], [-0.1, 0.0, 0.1], [0.0, 0.1, 0.0], [0.0, 0.0, 0.1], [0.0, -0.1, 0.1], [-0.1, 0.1, 0.0], [0.0, 0.0, 0.0], [0.0, 0.0, 0.0], [0.0, 0.0, 0.0], [0.0, 0.0, 0.0], [0.0, 0.0, -0.1], [0.0, 0.0, 0.0], [0.0, 0.1, 0.0], [0.0, 0.0, 0.0], [0.0, 0.0, 0.0], [0.0, 0.0, -0.1], [0.1, 0.1, -0.1], [0.0, 0.0, 0.0], [0.0, 0.0, 0.0], [0.0, 0.0, 0.0], [0.0, 0.0, 0.0], [0.0, 0.0, 0.0], [0.0, 0.0, 0.0], [0.0, 0.0, 0.0], [0.0, 0.0, 0.0], [0.0, 0.0, 0.0], [0.0, 0.0, 0.0], [0.2, -0.1, 0.1], [0.0, 0.0, 0.0], [0.0, 0.0, 0.0], [0.0, 0.0, 0.0], [0.0, 0.0, 0.0], [0.0, 0.0, 0.0], [0.0, 0.0, 0.0], [0.0, 0.0, 0.0], [0.0, 0.0, 0.0], [0.0, 0.0, 0.0], [0.0, 0.0, 0.0], [0.0, 0.0, 0.0], [0.0, 0.0, -0.1], [0.0, 0.1, 0.1], [0.0, 0.0, -0.3], [-0.1, 0.1, -0.1], [0.0, 0.0, 0.1], [0.0, 0.0, 0.0], [0.0, 0.0, 0.0], [0.0, 0.0, 0.0], [0.1, 0.0, 0.1], [0.1, 0.0, 0.0], [0.0, 0.0, 0.0], [0.0, 0.0, 0.0], [0.0, 0.0, 0.0], [0.0, -0.1, 0.0], [0.0, 0.1, 0.0], [0.0, -0.1, 0.0], [0.0, 0.1, 0.0], [-0.1, 0.0, 0.0], [0.0, 0.0, 0.0], [-0.1, -0.1, 0.2], [0.1, 0.1, 0.0], [-0.1, 0.0, -0.1], [-0.3, -0.1, 0.2], [0.5, 0.5, 0.1], [0.1, 0.0, -0.4], [0.0, 0.0, 0.0], [0.0, 0.0, 0.0], [0.0, 0.0, 0.0], [0.0, 0.0, 0.0], [0.0, 0.0, 0.0], [0.0, 0.0, 0.0], [0.0, 0.0, 0.0], [0.0, 0.0, 0.0], [0.0, 0.0, 0.0], [0.0, -0.1, 0.1], [0.0, 0.0, 0.0], [0.0, 0.0, 0.0], [0.0, 0.1, 0.0], [0.0, 0.0, 0.0], [0.0, 0.1, -0.1], [0.0, 0.1, 0.0], [0.0, -0.1, 0.1], [0.0, 0.0, 0.0], [0.0, 0.0, 0.0], [0.1, -0.1, 0.0], [0.0, 0.0, 0.0], [0.1, -0.1, 0.3], [-0.1, 0.1, -0.4], [0.0, 0.0, 0.0], [0.0, 0.0, 0.0], [0.0, 0.0, 0.0]]}